# C29H31N4O5

A cluster of 2 separate species, C29H31N4O5 in total (wB97M-V/def2-TZVPD, the Open Molecules 2025 dataset).

Charge   -1
LUMO level   1.703 eV
Gap between HOMO and LUMO   5.410 eV

Atoms and positions in Å:
C -1.71781 -3.14695 4.26749
N -0.69836 -2.99841 3.25174
C -0.34933 -4.20149 2.64046
O -0.81128 -5.27483 3.03351
N 0.53844 -4.14363 1.57355
C 0.87800 -5.43821 1.02850
C 1.11908 -2.96062 1.07949
O 1.94561 -3.01331 0.16944
C 0.68998 -1.69583 1.70366
C 1.16594 -0.53053 1.17291
C 1.11730 0.78056 1.78459
C 1.25520 1.01119 3.17996
C 0.90377 2.21716 3.75947
C 0.50250 3.30097 2.92387
N 0.13531 4.50236 3.47267
C 0.42498 4.80358 4.85569
C 0.13751 3.60609 5.74183
C 0.91198 2.38073 5.25361
C 0.02598 5.68293 2.64682
C -0.66946 5.36353 1.33724
C 0.06513 4.24047 0.60611
C 0.49865 3.12623 1.50864
C 0.88021 1.91065 0.96978
C -0.36145 -1.72956 2.74389
O -0.95339 -0.73521 3.16692
H -1.93800 -2.17130 4.68842
H -2.61157 -3.59063 3.81714
H -1.35263 -3.84193 5.02585
H 1.60383 -5.29865 0.23612
H 1.27613 -6.06368 1.83071
H -0.03073 -5.91902 0.65809
H 1.57668 -0.57315 0.15580
H 1.63814 0.20366 3.81288
H 1.48667 5.09391 4.95096
H -0.18930 5.66600 5.14547
H 0.42028 3.85306 6.76923
H -0.94012 3.39822 5.72670
H 0.49271 1.47813 5.71632
H 1.95169 2.45511 5.61051
H -0.53212 6.43899 3.21356
H 1.03707 6.08067 2.44788
H -1.70310 5.05875 1.54419
H -0.69787 6.26562 0.72006
H -0.58111 3.82978 -0.18039
H 0.94959 4.65518 0.09705
H 0.92754 1.77412 -0.11666
C -3.62692 -1.89051 -6.92871
C -3.37076 -1.73438 -5.55891
C -2.07030 -1.89460 -5.06321
C -1.03108 -2.26169 -5.92471
C 0.37009 -2.44446 -5.37283
C 1.04899 -1.09079 -5.09176
C 2.48543 -1.12721 -4.56280
O 2.51181 -0.21793 -3.47512
C 1.22222 0.22760 -3.20585
O 1.04491 1.00953 -2.27748
N 0.35323 -0.34825 -4.08397
C -1.28212 -2.41678 -7.29415
C -2.57286 -2.21534 -7.79662
H -4.64243 -1.76783 -7.31888
H -4.17444 -1.48772 -4.86481
H -1.83021 -1.70566 -4.01269
H 0.31420 -2.98907 -4.41593
H 0.98719 -3.02525 -6.07155
H 1.06955 -0.53221 -6.05968
H 2.77754 -2.12560 -4.21634
H 3.19594 -0.80536 -5.33092
H -0.44624 -2.68843 -7.94903
H -2.75196 -2.31876 -8.86577

Results of the Mulliken charge analysis, in e, for atoms 1 through 4:
1 C -1.11
2 N 0.04
3 C 0.55
4 O -0.66